Record 1
DFT (ωB97M-V with the def2-TZVPD basis set) results for a molecular structure, C2H5ClN3OP3.

Geometry as XYZ:
```
15
Properties=species:S:1:pos:R:3
C 1.5907 0.2127 0.2943
C 1.0273 -0.8581 0.8553
N -2.1624 2.2861 0.0360
N -3.5964 0.1499 -0.4330
N -1.2184 -0.5116 0.0213
O -0.2302 -1.3024 0.7018
P -3.5506 1.8246 -0.5866
P -1.2574 1.5686 1.1502
P -2.7114 -0.8878 0.6362
Cl -3.2502 -2.7821 -0.0642
H 2.6023 0.2952 0.5418
H 1.1861 0.8718 -0.3836
H 1.3145 -1.3641 1.7124
H -4.1388 -0.3535 -1.1320
H 0.0437 1.9409 0.7141
```

## Properties
**ΔE to the lowest compared entry with this formula, charge and spin**: 2.158 eV
**Total energy**: -1802.87033 a.u.
**Orbital gap**: 7.15 eV
**2S+1**: 1

=====

Record 2
DFT (ωB97M-V with the def2-TZVPD basis set) results for a gas-phase ion, C2H5ClNO2S (charge -1).

Geometry as XYZ:
```
12
Properties=species:S:1:pos:R:3
C -0.1213 0.6364 -0.1305
C 0.4493 -0.6556 0.3404
N 0.8018 -0.5572 1.7503
O -1.4083 -1.9663 1.9790
O -0.4604 -1.0123 4.0443
S -0.8770 -0.7401 2.6644
Cl 1.7741 -1.7805 2.2705
H 0.6015 1.4607 -0.3059
H -0.6523 0.4250 -0.9955
H -0.8818 0.8798 0.6530
H -0.4119 -1.4287 0.2415
H 1.2566 -1.2222 -0.1841
```

## Properties
**ΔE to the lowest compared entry with this formula, charge and spin**: 1.812 eV
**Total charge**: -1
**Total energy**: -1142.81708 a.u.
**Orbital gap**: 7.78 eV
**2S+1**: 1